10
Properties=species:S:1:pos:R:3 method="wB97M-V/def2-TZVPD" homo_energy_ev=-4.5 total_energy_ev=-14342.677 de_lowest_ev=1.305 gap_ha=0.299 mol_weight_g_mol=180.9 total_charge=-1
I -0.33301 -0.57053 1.43598
O 3.11978 -0.77519 0.62971
H 3.23738 -1.54087 0.96914
H 2.17926 -0.70862 0.83011
O 0.69470 1.49490 -1.36178
H -0.08496 1.18753 -1.70065
H 0.53079 1.20941 -0.49393
O -3.41647 0.09776 -0.28677
H -2.49930 0.30695 -0.02102
H -3.42817 -0.70134 -0.00080

10
Properties=species:S:1:pos:R:3 method="wB97M-V/def2-TZVPD" homo_energy_ev=-26.3 total_energy_ev=-11371.890 de_lowest_ev=1.749 gap_ha=0.185 mol_weight_g_mol=168.9 total_charge=+3
In 0.37987 0.62181 -0.84943
O -2.10815 0.66430 0.55440
H -2.76212 1.30745 0.92652
H -2.64893 0.01353 0.05725
O -0.48713 -2.07788 -0.93987
H -1.34894 -2.41414 -1.27166
H -0.13436 -2.79254 -0.36269
O 2.71148 1.52283 0.40275
H 3.65066 1.53480 0.10134
H 2.74763 1.61984 1.38139

9
Properties=species:S:1:pos:R:3 method="wB97M-V/def2-TZVPD" homo_energy_ev=-10.2 total_energy_ev=-5123.061 smiles=NO.N de_lowest_ev=0.915 gap_ha=0.411 mol_weight_g_mol=50.1
N -0.32145 2.08707 -1.09439
O 0.14357 0.67724 -1.20895
H -1.22521 2.07055 -1.58352
H -0.44529 2.39234 -0.10708
H 0.96767 0.86788 -1.69238
N 0.11466 -1.97940 1.73189
H -0.41810 -2.62508 1.19523
H 0.17814 -1.11618 1.09933
H 1.00601 -2.37441 1.65987

13
Properties=species:S:1:pos:R:3 method="wB97M-V/def2-TZVPD" homo_energy_ev="-3.2 / -3.2" total_energy_ev=-19439.807 de_lowest_ev=3.740 gap_ha="0.280 / 0.279" mol_weight_g_mol=125.0 total_charge=-1
N 1.37251 -0.10249 2.03346
N 1.02875 -2.50823 -0.55179
N 1.05363 0.50098 0.88321
N 0.61977 -1.31930 -1.00418
O -2.76047 2.12746 -0.33951
O -0.26032 1.17978 -1.10437
P -0.26674 0.00382 -0.21924
H -2.53507 2.19929 -1.23275
H 1.48214 -1.05102 1.86658
H 0.96560 -2.59745 0.45350
H -2.23750 1.44402 0.01548
H 0.89839 1.56301 1.15994
H 0.63931 -1.43984 -1.96033

14
Properties=species:S:1:pos:R:3 method="wB97M-V/def2-TZVPD" homo_energy_ev=-9.3 total_energy_ev=-31817.648 de_lowest_ev=0.370 gap_ha=0.340 mol_weight_g_mol=158.2
N -1.13629 -0.02589 1.55457
N 2.18791 0.26517 0.67995
N -1.48361 0.59015 0.32643
N 0.06503 -1.32155 -0.86203
O 0.43393 1.05804 -1.11595
O -1.60973 0.07644 -2.09927
S 1.99750 -0.00413 -0.77317
S -0.69171 0.02912 -0.97448
H -0.91233 0.51493 2.35389
H -0.38287 -0.66499 1.29114
H 2.14303 -0.47048 1.37148
H -2.48122 0.65119 0.16729
H -0.69938 -2.01933 -0.82422
H 2.56973 1.32134 -1.09562

9
Properties=species:S:1:pos:R:3 method="wB97M-V/def2-TZVPD" s2=0.75 homo_energy_ev="-4.1 / -9.3" total_energy_ev=-23254.784 de_lowest_ev=0.374 gap_ha="0.159 / 0.351" spin_multiplicity=2 mol_weight_g_mol=84.2
N 2.33845 0.68371 -1.76152
H 1.48348 1.24374 -1.58654
H 2.11384 -0.26768 -2.11480
H 2.99372 1.18595 -2.44898
H 3.01668 0.54795 -0.97809
S -0.79093 0.79846 0.43416
S -0.62589 -1.21072 0.67186
H -1.95653 0.83843 -0.25521
H -1.75199 -1.37086 1.40320

20
Properties=species:S:1:pos:R:3 method="wB97M-V/def2-TZVPD" homo_energy_ev=-0.9 total_energy_ev=-92710.445 de_lowest_ev=1.696 gap_ha=0.189 mol_weight_g_mol=311.6 total_charge=-2
Zn -0.06070 -0.37266 -0.17644
S 0.02830 2.49221 1.47309
O 1.17901 2.55787 2.36427
O 0.07509 3.62237 0.48225
O 0.11142 1.20977 0.78254
O -1.19554 2.51965 2.22966
S 1.34813 -2.51235 -0.08371
O 1.32035 -1.27499 0.72704
O 2.59182 -2.64236 -0.77749
O 1.07876 -3.68864 0.74033
O 0.26208 -2.17831 -0.96717
O 1.19623 0.43186 -1.75392
H 1.36820 1.37342 -1.74245
H 1.78663 0.08823 -2.42443
O -1.54627 -1.00430 1.10356
H -2.37110 -1.47001 0.96571
H -1.62062 -0.64052 1.98581
O -1.62866 0.36917 -1.34767
H -1.47403 1.12563 -1.91345
H -2.44909 -0.00605 -1.66755

9
Properties=species:S:1:pos:R:3 method="wB97M-V/def2-TZVPD" homo_energy_ev=-10.7 total_energy_ev=-15025.059 smiles=O.O.S de_lowest_ev=2.543 gap_ha=0.380 mol_weight_g_mol=70.1
O 1.09052 1.73368 0.94201
H 0.42789 1.73682 1.55970
H 0.70238 1.20212 0.18657
O -0.27337 -1.13154 1.57401
H -0.30320 -0.88894 0.49095
H 0.36334 -1.84366 1.46309
S -0.46175 -0.13426 -1.29647
H 0.44620 -1.31952 -1.44274
H -0.78582 -1.55581 -1.64221

9
Properties=species:S:1:pos:R:3 method="wB97M-V/def2-TZVPD" homo_energy_ev=-9.3 total_energy_ev=-15027.278 smiles=O.O.S de_lowest_ev=0.324 gap_ha=0.354 mol_weight_g_mol=70.1
O -0.38326 -1.39210 1.03535
H 0.56213 -1.35792 1.21423
H -0.82166 -1.49418 1.87880
O 1.47242 1.57590 -0.02210
H 2.00255 1.36838 0.75098
H 0.61836 1.89150 0.29843
S -1.42110 -0.25917 -2.19650
H -1.69002 -0.78558 -1.00209
H -0.33942 0.45318 -1.95710

10
Properties=species:S:1:pos:R:3 method="wB97M-V/def2-TZVPD" homo_energy_ev=-9.1 total_energy_ev=-25862.174 smiles=SS.O.O de_lowest_ev=0.612 gap_ha=0.352 mol_weight_g_mol=102.2
S -1.19878 -3.11890 0.86976
S 0.14218 -4.41122 0.06532
H -0.68804 -3.36783 2.19772
H 0.91038 -3.62886 -0.61415
O 2.12746 3.47343 1.16343
H 1.25484 3.76764 1.15444
H 2.27972 3.45312 2.11343
O -1.36643 0.98191 -2.31076
H -2.31486 0.93312 -2.30162
H -1.14647 1.91758 -2.33758

9
Properties=species:S:1:pos:R:3 method="wB97M-V/def2-TZVPD" homo_energy_ev=-10.9 total_energy_ev=-6239.764 smiles=O.O.O de_lowest_ev=0.490 gap_ha=0.418 mol_weight_g_mol=54.0
O -19.78471 0.13637 27.03543
H -19.46091 0.75784 26.42685
H -20.70288 0.24999 27.10243
O -18.86121 -1.40877 24.82806
H -18.64786 -1.09900 25.71656
H -19.82266 -1.26752 24.88934
O -19.12320 2.00637 25.15027
H -18.21488 2.00869 24.88403
H -19.19366 2.94590 25.38395

9
Properties=species:S:1:pos:R:3 method="wB97M-V/def2-TZVPD" homo_energy_ev=-11.1 total_energy_ev=-6239.777 smiles=O.O.O de_lowest_ev=0.476 gap_ha=0.428 mol_weight_g_mol=54.0
O -0.64939 -0.25331 1.30287
H -0.30823 -0.36442 0.41605
H -0.25615 -0.75963 2.00244
O 0.39865 -1.81121 -1.08156
H -0.29503 -1.71411 -1.73430
H 1.22697 -1.86292 -1.56408
O -0.23003 2.53731 -0.00626
H -0.52182 2.09543 0.79868
H 0.63504 2.13286 -0.13383